Entry 1:
Formula: C47H56CaN8O3S2
Source: the OMol25 dataset
Level of theory: ωB97M-V/def2-TZVPD

Output
Net charge = +2
LUMO = -4.017 eV
Energy relative to the best compared isomer or geometry (same formula, charge and spin) = 27.41 kJ/mol
Highest occupied orbital energy = -0.45270 Ha
Calculated total energy = -3962.146414 a.u.

XYZ file:
```
117
Properties=species:S:1:pos:R:3:mulliken_charge:R:1
Ca 0.4446 0.5335 0.0962 2.2714
N -0.6768 -0.0684 -1.9407 0.0474
C -2.1449 -0.1206 -1.7677 -0.2539
C -2.6299 1.0693 -0.9602 -1.4482
N -1.9744 1.1956 0.3582 1.2705
C -2.5148 0.2164 1.3190 -0.0415
C -1.6786 0.0917 2.5843 -0.7746
N -0.2734 -0.2555 2.2749 -0.5124
C -2.1255 2.5807 0.8520 -1.2110
C -0.9622 3.4542 0.4217 0.0024
N 0.2941 2.9094 0.9763 -0.6230
H -0.4362 0.7238 -2.5409 0.1337
H -0.3619 -0.9082 -2.4184 -0.1741
H -2.4054 -1.0629 -1.2848 -0.2615
H -2.6759 -0.1239 -2.7244 0.5931
H -3.7199 1.0168 -0.8443 0.3677
H -2.4117 1.9848 -1.5168 0.6123
H -2.5606 -0.7563 0.8273 -0.3979
H -3.5451 0.4710 1.6020 0.3251
H -2.1473 -0.6551 3.2286 0.2600
H -1.6722 1.0287 3.1414 0.6824
H -0.2062 -1.2573 2.1001 -0.0745
H 0.3013 -0.0999 3.0973 0.2001
H -2.1774 2.5691 1.9410 0.3802
H -3.0723 3.0094 0.5058 0.3964
H -1.1446 4.4867 0.7310 0.5922
H -0.8723 3.4509 -0.6668 -0.3627
H 0.2883 3.0211 1.9863 0.1743
H 1.0875 3.4478 0.6365 0.2022
C 6.4509 -6.0651 0.3672 -1.5331
C 5.1370 -5.3427 0.2888 0.9451
C 5.0621 -4.0591 -0.2601 -1.1639
C 3.8623 -3.3767 -0.3245 -0.4552
C 2.7190 -3.9850 0.1813 0.0525
C 2.7648 -5.2529 0.7422 -0.1929
C 3.9757 -5.9274 0.7837 -1.0210
S 1.1384 -3.2077 0.1093 1.2704
O 1.3839 -1.7089 0.2222 -0.2030
C 0.6979 -3.4365 -1.5995 2.0345
C 1.2809 -2.5821 -2.5643 -1.3808
C 0.8878 -2.6832 -3.8635 -0.4665
C -0.1178 -3.6097 -4.2485 0.7025
C -0.5549 -3.6999 -5.5912 -1.1601
C -1.5276 -4.5893 -5.9447 -0.6919
C -2.1119 -5.4275 -4.9710 -1.0012
C -1.7052 -5.3688 -3.6694 -0.9299
C -0.6924 -4.4598 -3.2745 1.1048
C -0.2393 -4.3795 -1.9198 -0.9041
C -0.7488 -5.3784 -0.9287 -0.4150
C -0.2742 -6.7219 -1.0336 1.3594
C 0.7402 -7.0941 -1.9534 -0.8998
C 1.1840 -8.3830 -2.0115 -0.8882
C 0.6362 -9.3700 -1.1624 -0.6695
C -0.3423 -9.0409 -0.2707 -1.0480
C -0.8191 -7.7100 -0.1821 0.7825
C -1.8344 -7.3556 0.7429 -1.2330
C -2.2522 -6.0667 0.8594 -0.7587
C -1.6809 -5.0690 0.0338 0.2610
S -2.1143 -3.3446 0.2260 1.6215
O -3.3753 -3.0346 -0.4987 -0.8760
C -2.5037 -3.3729 1.9681 0.0031
C -3.8023 -3.0928 2.3538 -0.4332
C -4.1118 -3.0605 3.7101 -0.9493
C -3.1430 -3.2953 4.6794 0.8220
C -3.4826 -3.2541 6.1427 -1.5226
C -1.8375 -3.5713 4.2601 -0.7297
C -1.5125 -3.6115 2.9155 -0.4376
H 7.1505 -5.6992 -0.3824 0.3916
H 6.3203 -7.1368 0.2242 0.3952
H 6.9081 -5.9184 1.3476 0.2970
H 5.9613 -3.5972 -0.6487 0.4262
H 3.8157 -2.3824 -0.7501 0.3347
H 1.8639 -5.7140 1.1309 0.4196
H 4.0179 -6.9218 1.2102 0.4472
H 2.0250 -1.8585 -2.2558 0.0279
H 1.3366 -2.0528 -4.6221 0.4739
H -0.1005 -3.0550 -6.3332 0.4846
H -1.8552 -4.6558 -6.9733 0.4228
H -2.8877 -6.1227 -5.2616 0.4657
H -2.1624 -6.0131 -2.9308 0.5483
H 1.1669 -6.3494 -2.6129 0.4670
H 1.9580 -8.6551 -2.7166 0.4715
H 0.9921 -10.3894 -1.2259 0.4391
H -0.7712 -9.7915 0.3810 0.4753
H -2.2647 -8.1278 1.3681 0.4535
H -3.0088 -5.7964 1.5831 0.6685
H -4.5565 -2.9270 1.5945 0.5743
H -5.1323 -2.8642 4.0162 0.4070
H -4.5552 -3.3472 6.3024 0.3940
H -3.1618 -2.3113 6.5907 0.2787
H -2.9859 -4.0579 6.6851 0.3765
H -1.0752 -3.7833 5.0008 0.4488
H -0.5055 -3.8647 2.6027 0.5779
C -2.3242 3.7015 -5.3260 -1.1538
N -1.4918 2.8964 -4.4473 -0.0686
C -0.5994 3.3850 -3.5614 0.2774
N -0.5367 4.7329 -3.4305 -0.3393
O 0.1063 2.6349 -2.8599 -0.6528
H -3.0173 3.0455 -5.8444 0.3322
H -1.7345 4.2325 -6.0761 0.3654
H -2.9155 4.4138 -4.7506 0.3792
H -1.4292 1.9059 -4.6076 0.2609
H -0.9498 5.3550 -4.1025 0.1888
H 0.1844 5.1013 -2.8364 0.2380
N 2.5877 3.1399 -1.2776 -0.2681
C 3.3924 2.2493 -0.5957 0.4564
C 4.7545 2.5304 -0.4147 -0.9488
C 5.5206 1.6677 0.3269 -0.3541
C 4.9286 0.5311 0.8807 -1.1677
C 3.5916 0.3274 0.6528 -0.6142
N 2.8122 1.1644 -0.0697 0.0237
H 3.0956 3.8413 -1.7947 0.2904
H 1.7970 2.7837 -1.8079 0.1949
H 5.1818 3.4185 -0.8604 0.3813
H 6.5730 1.8700 0.4757 0.4314
H 5.4936 -0.1738 1.4723 0.4890
H 3.0973 -0.5469 1.0558 0.7204
```

---

Entry 2:
Formula: C47H56CaN8O3S2
Source: the OMol25 dataset
Level of theory: ωB97M-V/def2-TZVPD

Output
Net charge = +2
LUMO = -4.177 eV
Energy relative to the best compared isomer or geometry (same formula, charge and spin) = 153.31 kJ/mol
Highest occupied orbital energy = -0.44801 Ha
Calculated total energy = -3962.098461 a.u.

XYZ file:
```
117
Properties=species:S:1:pos:R:3:mulliken_charge:R:1
Ca 1.1995 -1.9373 0.3198 2.9284
N 2.6106 -0.6122 1.7333 -0.5681
C 2.5778 -1.1313 3.1332 -1.2502
C 2.3231 -2.6356 3.2114 -1.0168
N 1.1884 -3.1218 2.3845 0.7643
C -0.1111 -2.6793 2.9546 -0.7896
C -1.2829 -2.8283 1.9865 -0.3785
N -1.0912 -2.0120 0.7543 -0.2227
C 1.2722 -4.5936 2.2803 -1.0191
C 2.1483 -5.0812 1.0938 -0.8027
N 2.7887 -3.9683 0.3499 -0.5673
H 3.5608 -0.6269 1.3716 0.1862
H 2.3668 0.3769 1.7629 -0.0874
H 1.8118 -0.5726 3.6674 0.3379
H 3.5128 -0.9259 3.6542 0.5718
H 2.1528 -2.8849 4.2661 0.3982
H 3.2169 -3.1814 2.9036 0.6076
H -0.0196 -1.6232 3.2177 0.1400
H -0.3409 -3.2172 3.8818 0.4473
H -2.1929 -2.5459 2.5137 0.2115
H -1.4008 -3.8704 1.6868 0.6458
H -1.4273 -1.0566 0.9003 -0.3942
H -1.6748 -2.3847 0.0121 0.1537
H 0.2667 -4.9927 2.1623 0.4700
H 1.6488 -5.0012 3.2225 0.4917
H 1.5207 -5.6075 0.3785 0.3078
H 2.8790 -5.8061 1.4500 0.3852
H 3.0790 -4.3039 -0.5627 0.2549
H 3.6484 -3.6989 0.8182 0.1856
C -6.1277 -1.5413 3.6399 -1.5823
C -4.8224 -0.8566 3.3325 0.9162
C -3.8375 -0.7297 4.3077 -0.9637
C -2.6240 -0.1070 4.0327 -0.6230
C -2.4029 0.3933 2.7617 -0.2539
C -3.3658 0.2812 1.7636 0.0183
C -4.5687 -0.3378 2.0592 -1.1966
S -0.8110 1.1057 2.4174 1.9548
O -0.0532 1.1912 3.7035 -0.8844
C -1.3179 2.7218 1.8539 0.3121
C -2.5372 3.3155 2.2585 -0.7866
C -2.9075 4.5162 1.7363 -1.2687
C -2.0945 5.1746 0.7784 0.6145
C -2.4838 6.4132 0.2041 -1.0974
C -1.6841 7.0398 -0.7034 -0.7387
C -0.4480 6.4607 -1.0816 -0.8951
C -0.0455 5.2743 -0.5451 -0.7915
C -0.8639 4.5910 0.3976 1.7659
C -0.4799 3.3421 0.9728 -0.7726
C 0.9011 2.8423 0.6799 -0.9259
C 1.9913 3.5127 1.3384 1.2689
C 1.7648 4.4861 2.3474 -1.1182
C 2.8137 5.1092 2.9565 -0.8223
C 4.1445 4.8077 2.5903 -0.7558
C 4.3941 3.8801 1.6232 -1.0482
C 3.3255 3.2093 0.9801 0.9764
C 3.5670 2.2318 -0.0222 -1.2510
C 2.5324 1.5640 -0.5945 -1.0296
C 1.1935 1.8730 -0.2297 1.8432
S -0.0148 0.7720 -0.9696 1.4325
O -1.3379 0.8402 -0.2741 -0.4120
C -0.2189 1.5066 -2.5676 -0.1474
C -1.1581 2.5196 -2.6969 -0.8088
C -1.3192 3.1181 -3.9343 -0.9572
C -0.5655 2.7187 -5.0389 0.8570
C -0.7728 3.3692 -6.3798 -1.5964
C 0.3623 1.6899 -4.8789 -0.9564
C 0.5369 1.0732 -3.6481 0.1187
H -6.4291 -1.3745 4.6733 0.3998
H -6.0375 -2.6199 3.4956 0.2738
H -6.9271 -1.1878 2.9899 0.3921
H -4.0282 -1.1032 5.3074 0.4189
H -1.8616 0.0144 4.7928 0.5911
H -3.1964 0.7190 0.7833 0.6051
H -5.3389 -0.3989 1.2981 0.4510
H -3.1747 2.8141 2.9739 0.7008
H -3.8359 4.9808 2.0464 0.4567
H -3.4259 6.8547 0.5062 0.4860
H -1.9857 7.9875 -1.1304 0.4438
H 0.1833 6.9700 -1.7984 0.4870
H 0.9049 4.8460 -0.8377 0.4823
H 0.7538 4.7289 2.6422 0.4487
H 2.6251 5.8411 3.7307 0.4807
H 4.9642 5.3197 3.0769 0.4146
H 5.4108 3.6488 1.3286 0.4869
H 4.5903 2.0213 -0.3124 0.4512
H 2.7099 0.7845 -1.3255 0.1369
H -1.7517 2.8262 -1.8442 0.5194
H -2.0436 3.9168 -4.0449 0.4636
H -1.1171 4.3968 -6.2717 0.3998
H -1.5290 2.8293 -6.9535 0.2952
H 0.1455 3.3733 -6.9656 0.4045
H 0.9537 1.3703 -5.7291 0.4494
H 1.2627 0.2746 -3.5337 0.2139
C 2.6340 -3.9692 -4.2652 -1.2293
N 2.2798 -3.3687 -2.9870 0.0052
C 2.7465 -2.1921 -2.5502 0.0194
N 3.7377 -1.5943 -3.2324 -0.2174
O 2.2725 -1.6604 -1.5109 -0.0555
H 2.0276 -4.8599 -4.4012 0.4004
H 3.6803 -4.2754 -4.2850 0.3839
H 2.4322 -3.2914 -5.0967 0.3565
H 1.4315 -3.6737 -2.5238 0.0282
H 4.1511 -1.9986 -4.0537 0.1595
H 4.1231 -0.7400 -2.8715 0.2576
N -0.6455 -2.1290 -3.1788 0.0380
C -1.0449 -3.3803 -2.7681 0.6502
C -1.9554 -4.1258 -3.5343 -1.0349
C -2.2951 -5.3860 -3.1138 -0.4490
C -1.7356 -5.8976 -1.9392 -1.1503
C -0.8576 -5.0976 -1.2565 -0.2415
N -0.4963 -3.8548 -1.6434 0.2874
H -1.2160 -1.6431 -3.8506 0.3659
H -0.2108 -1.5346 -2.4897 -0.3223
H -2.3775 -3.7012 -4.4360 0.4747
H -2.9968 -5.9769 -3.6886 0.4363
H -1.9850 -6.8821 -1.5711 0.5016
H -0.4178 -5.4489 -0.3300 0.1959
```